{
  "formula": "C2H4N2OS2",
  "method": "the ωB97M-V functional and the def2-TZVPD basis",
  "spin_multiplicity": 1,
  "homo_lumo_gap_ev": 8.1,
  "homo_ev": -8.84,
  "smiles": "O/N=C(/C=S)NS",
  "species": ["O", "N", "C", "C", "S", "N", "S", "H", "H", "H", "H"],
  "xyz": [[0.204, -2.544, 0.046], [0.935, -1.366, 0.181], [0.124, -0.400, 0.231], [0.678, 0.953, 0.468], [2.203, 1.374, 0.172], [-1.251, -0.527, 0.103], [-2.233, 0.643, -0.653], [0.866, -3.167, -0.270], [0.009, 1.672, 0.940], [-1.594, -1.463, 0.031], [-3.036, 0.966, 0.455]],
  "nbo_charge": [-0.59, -0.13, 0.26, -0.33, 0.14, -0.77, 0.19, 0.49, 0.21, 0.42, 0.11]
}

{
  "formula": "C2H4N2OS2",
  "method": "the ωB97M-V functional and the def2-TZVPD basis",
  "spin_multiplicity": 1,
  "homo_lumo_gap_ev": 8.5,
  "homo_ev": -9.00,
  "species": ["C", "C", "H", "H", "H", "H", "N", "N", "O", "S", "S"],
  "xyz": [[-0.138, -0.690, -0.267], [2.000, 0.692, -0.032], [-2.937, -1.351, 0.814], [0.530, -1.462, -0.440], [-1.300, 1.437, 0.786], [2.260, 1.707, 0.294], [-1.387, -0.475, -0.067], [0.636, 0.490, -0.226], [-2.196, -1.656, -0.339], [-0.478, 1.966, -0.313], [3.010, -0.658, -0.210]],
  "nbo_charge": [0.19, -0.04, 0.46, 0.23, 0.18, 0.23, -0.22, -0.51, -0.51, 0.13, -0.13]
}

{
  "formula": "C2H4N2OS2",
  "method": "the ωB97M-V functional and the def2-TZVPD basis",
  "spin_multiplicity": 1,
  "homo_lumo_gap_ev": 8.5,
  "homo_ev": -8.77,
  "smiles": "ON(C=S)/C=N\\S",
  "species": ["O", "N", "C", "S", "C", "N", "S", "H", "H", "H", "H"],
  "xyz": [[-1.371, 1.723, -0.004], [-0.445, 0.730, -0.012], [-0.843, -0.537, -0.002], [-2.446, -0.978, 0.003], [0.854, 1.298, 0.010], [2.008, 0.736, -0.004], [2.308, -0.904, 0.002], [-2.222, 1.188, -0.006], [-0.018, -1.328, 0.013], [0.754, 2.350, 0.054], [3.654, -0.715, -0.033]],
  "nbo_charge": [-0.53, -0.12, -0.11, -0.16, 0.24, -0.58, 0.21, 0.49, 0.23, 0.21, 0.13]
}

{
  "formula": "C2H4N2P2",
  "method": "the ωB97M-V functional and the def2-TZVPD basis",
  "spin_multiplicity": 1,
  "homo_lumo_gap_ev": 7.8,
  "homo_ev": -8.55,
  "smiles": "Pn1cpcn1",
  "species": ["P", "N", "C", "P", "C", "N", "H", "H", "H", "H"],
  "xyz": [[0.343, -1.626, 1.676], [-0.259, -0.134, 0.230], [-1.259, 0.700, 0.110], [-1.128, 1.605, -1.357], [0.348, 0.720, -1.630], [0.604, -0.176, -0.761], [0.838, -0.647, 2.456], [1.479, -1.694, 0.935], [-2.025, 0.594, 0.819], [1.060, 0.657, -2.479]],
  "nbo_charge": [0.53, -0.29, -0.38, 0.43, -0.37, -0.32, -0.04, -0.01, 0.22, 0.23]
}

{
  "formula": "C2H4N2S",
  "method": "the ωB97M-V functional and the def2-TZVPD basis",
  "spin_multiplicity": 1,
  "homo_lumo_gap_ev": 6.3,
  "homo_ev": -7.67,
  "species": ["C", "C", "N", "N", "S", "H", "H", "H", "H"],
  "xyz": [[-2.212, -0.101, -0.835], [2.116, 0.356, 0.458], [-1.219, -0.824, -0.811], [1.412, -0.348, 1.266], [0.073, -1.002, 1.573], [-2.519, 0.302, -1.766], [-2.691, 0.270, -0.005], [1.991, 0.465, -0.687], [3.050, 0.881, 0.808]],
  "nbo_charge": [-0.17, -0.11, -0.38, -0.59, 0.53, 0.18, 0.17, 0.19, 0.19]
}

{
  "formula": "C2H4N2S",
  "method": "the ωB97M-V functional and the def2-TZVPD basis",
  "spin_multiplicity": 1,
  "homo_lumo_gap_ev": [7.1, 7.2],
  "homo_ev": [-9.65, -9.59],
  "species": ["C", "C", "N", "N", "S", "H", "H", "H", "H"],
  "xyz": [[1.490, 0.340, -0.473], [-1.028, -0.296, 0.870], [1.671, 0.514, 0.676], [1.064, -0.072, -1.573], [-1.401, -0.105, -0.835], [0.035, 0.068, 1.025], [-1.072, -1.338, 1.184], [-1.648, 0.351, 1.484], [0.888, 0.539, -2.358]],
  "nbo_charge": [0.43, -0.82, -0.42, -0.63, 0.25, 0.30, 0.23, 0.25, 0.41]
}

{
  "formula": "C2H4N2S",
  "method": "the ωB97M-V functional and the def2-TZVPD basis",
  "spin_multiplicity": 1,
  "homo_lumo_gap_ev": [6.4, 6.4],
  "homo_ev": [-8.24, -8.24],
  "species": ["C", "C", "N", "N", "S", "H", "H", "H", "H"],
  "xyz": [[-0.668, 0.807, 1.038], [0.024, -0.315, 0.599], [-1.252, 1.703, 1.469], [-0.548, -1.290, -0.121], [1.819, 0.863, -1.310], [0.996, -0.503, 1.036], [-1.395, -1.097, -0.635], [0.054, -2.012, -0.482], [0.968, 1.843, -1.593]],
  "nbo_charge": [0.18, 0.07, -0.20, -0.69, -0.58, 0.27, 0.41, 0.42, 0.11]
}

{
  "formula": "C2H4N2S2",
  "method": "the ωB97M-V functional and the def2-TZVPD basis",
  "spin_multiplicity": 1,
  "homo_lumo_gap_ev": 8.8,
  "homo_ev": -8.15,
  "smiles": "C1=NSCSN1",
  "species": ["C", "N", "S", "C", "S", "N", "H", "H", "H", "H"],
  "xyz": [[0.176, 1.442, -0.227], [1.343, 0.953, -0.404], [1.704, -0.697, -0.433], [0.200, -1.492, 0.198], [-1.266, -0.823, -0.590], [-1.043, 0.800, -0.167], [0.129, 2.536, -0.129], [0.136, -1.359, 1.276], [0.299, -2.533, -0.027], [-1.678, 1.174, 0.504]],
  "nbo_charge": [0.24, -0.63, 0.44, -0.76, 0.43, -0.78, 0.18, 0.22, 0.25, 0.40]
}

Short version: energy relative to the best compared isomer or geometry (same formula, charge and spin) = 67.61; 142.70; 65.34; 25.71; 108.25; 68.45; 51.37; 35.47 kcal per mole, in the order given.
Short version: largest force on an atom = 0.0344; 0.1354; 0.0429; 0.0909; 0.0711; 0.0616; 0.0605; 0.0184 hartree/bohr, in the order given.